## P
A single C6H15N molecule. Source: the Open Molecules 2025 dataset; level of theory: ωB97M-V/def2-TZVPD.

Positions of all 22 atoms, in Å:
C -0.25773 -0.23735 -1.01595
N -0.42900 1.08950 -0.44629
C -1.72933 1.27115 0.12737
C -1.89589 2.69424 0.64695
C 1.22662 -0.62091 -1.05342
C 1.36201 -2.54835 0.67494
C 1.71113 -1.11431 0.31318
H -0.69824 -1.04057 -0.40788
H -0.72970 -0.19452 -1.98204
H 0.26679 1.29750 0.24952
H -2.42078 1.09262 -0.70058
H -1.95423 0.51932 0.88740
H -2.92872 3.03359 0.64827
H -1.37732 3.31403 -0.09109
H -1.48767 2.83734 1.64238
H 1.87283 0.19961 -1.38562
H 1.42655 -1.35638 -1.84326
H 1.39407 -3.17029 -0.21542
H 2.11240 -2.95977 1.35921
H 0.42952 -2.70327 1.21585
H 1.33330 -0.43203 1.05741
H 2.77341 -0.97115 0.31909

Results
Net charge = 0
Gap between HOMO and LUMO = 9.90 eV
Structure (SMILES) = CCCCNCC
LUMO level = 1.17 eV

=====

## Q
A single C6H15N molecule. Source: the Open Molecules 2025 dataset; level of theory: ωB97M-V/def2-TZVPD.

Positions of all 22 atoms, in Å:
C -0.12951 -0.18263 -1.49515
N 0.41820 -0.07668 -0.13808
C 0.65173 -1.42262 0.44008
C 0.86552 -1.33234 1.94845
C -0.30447 -0.68251 2.67980
C -0.13376 1.17529 -2.20627
C -0.99643 2.20572 -1.46684
H 0.44859 -0.89172 -2.09909
H -1.16215 -0.54244 -1.45002
H 1.34749 0.31368 -0.27283
H 1.58387 -1.81590 0.00695
H -0.22176 -2.03894 0.22590
H 1.77290 -0.76685 2.18075
H 0.98787 -2.36374 2.28243
H -0.14982 -0.73613 3.75480
H -0.38405 0.36834 2.39936
H -1.26295 -1.16024 2.46235
H -0.57451 0.96075 -3.17605
H 0.89752 1.50699 -2.29162
H -1.81745 2.59356 -2.07314
H -0.40783 3.08294 -1.16145
H -1.42900 1.80551 -0.55031

Results
Net charge = 0
Gap between HOMO and LUMO = 10.12 eV
Structure (SMILES) = CCCNCCC
LUMO level = 1.18 eV

=====

Result of the stability comparison: Q is the most stable of them.

=====

## P
A 3-piece molecular cluster, C2H8NO4 overall. Source: the Open Molecules 2025 dataset; level of theory: ωB97M-V/def2-TZVPD.

Positions of all 15 atoms, in Å:
C 1.94679 -0.51469 0.87404
N 0.53385 -0.41767 0.64990
C -0.28763 -1.56223 0.66148
O -1.53579 -1.34369 0.49140
O 0.24681 -2.66660 0.84949
H 2.45526 0.00509 0.05203
H 2.19939 -1.56935 0.83242
H 2.31810 -0.05228 1.79551
H 0.13428 0.42251 0.27338
H -0.32163 1.46579 -3.01089
H -1.05874 1.51841 -1.63174
O -0.41797 1.99010 -2.21248
H -1.95716 0.05857 0.12444
H -2.25530 1.63650 0.47686
O -2.00027 1.02955 -0.22583

Results
Net charge = -1
Gap between HOMO and LUMO = 8.46 eV
LUMO level = 3.88 eV

=====

## Q
C2H8NO4 as an isolated structure. Source: the Open Molecules 2025 dataset; level of theory: ωB97M-V/def2-TZVPD.

Positions of all 15 atoms, in Å:
O -0.55736 -1.44878 -1.19810
C -0.89209 -0.91823 0.46466
N 0.17780 -1.14182 1.17994
C 1.15216 -0.28084 0.60696
O 0.93262 1.13420 0.82578
H -1.17430 0.11999 0.25335
H -1.74009 -1.62327 0.58204
H 2.15115 -0.63575 0.96911
H 1.11023 -0.28852 -0.52675
H 3.49815 2.69511 -0.72698
H 1.73253 1.82020 0.72602
O 3.21636 2.24333 0.05180
H -4.52945 -0.64161 -0.93873
H -1.16808 -0.88355 -1.80468
O -3.90961 -0.15045 -0.46443

Results
Net charge = -1
Gap between HOMO and LUMO = 3.17 eV
LUMO level = -1.47 eV

=====

Result of the stability comparison: P is the most stable of them.

=====

## P
C8H12 as an isolated structure. Source: the Open Molecules 2025 dataset; level of theory: ωB97M-V/def2-TZVPD.

Positions of all 20 atoms, in Å:
C -0.51286 -0.98864 0.06990
C -0.82643 -2.18988 0.45034
C 3.05866 0.28176 0.02013
C 2.05171 -0.52469 0.18272
C 0.73604 -0.56131 -0.51771
C -1.00053 0.33654 -0.08635
C -0.93531 1.16451 1.12403
C -1.82660 0.82590 -1.30193
H -1.66465 -2.61310 0.92692
H -0.04153 -2.88214 0.58858
H 3.90388 0.17639 0.66760
H 2.96382 1.11490 -0.74647
H 2.18990 -1.25759 0.86963
H 0.65269 -0.03535 -1.45916
H -0.35138 0.91200 1.94047
H -1.91576 1.39210 1.45397
H -0.51289 2.05374 0.65442
H -2.72953 0.22681 -1.30504
H -1.25159 0.62864 -2.16780
H -1.98765 1.93942 -1.36424

Results
Net charge = 0
Gap between HOMO and LUMO = 8.10 eV
LUMO level = 0.83 eV

=====

## Q
A single C8H12 molecule. Source: the Open Molecules 2025 dataset; level of theory: ωB97M-V/def2-TZVPD.

Positions of all 20 atoms, in Å:
C -0.39535 0.14983 0.76482
C -1.75033 0.79729 1.05528
C -0.91601 0.54940 -1.73156
C 1.55523 -1.93249 -0.04489
C -0.16333 -0.22099 -0.69066
C 0.72387 -1.15211 -1.01759
C 0.68048 1.04533 1.16415
C 1.59309 1.77013 1.43870
H -0.31556 -0.76028 1.37228
H 0.87982 -1.38232 -2.06246
H -2.55771 0.12202 0.77431
H -1.83049 1.00998 2.12047
H -1.86393 1.73287 0.51496
H -0.57508 0.27388 -2.72694
H -1.98697 0.35437 -1.66824
H -0.75770 1.61975 -1.59577
H 0.94328 -2.62549 0.53564
H 2.04877 -1.25814 0.65912
H 2.31442 -2.50785 -0.56656
H 2.37354 2.41476 1.70490

Results
Net charge = 0
Gap between HOMO and LUMO = 9.96 eV
Structure (SMILES) = C#C[C@@H](C)/C(C)=C\C
LUMO level = 1.03 eV

=====

Result of the stability comparison: Q is the most stable of them.

=====

## P
C8H12 as an isolated structure. Source: the Open Molecules 2025 dataset; level of theory: ωB97M-V/def2-TZVPD.

Positions of all 20 atoms, in Å:
C -2.58435 -0.32718 -0.09700
C -0.95848 0.01298 0.02186
C 0.04723 -0.44642 -0.90882
C 1.01555 -0.15389 0.24100
C 2.42368 -0.33191 -0.11516
C -0.06683 -0.80196 1.14954
C 0.73174 1.35090 0.30585
C -0.51824 1.44600 0.06979
H -2.91946 -0.02760 1.16747
H -3.38603 0.54553 -0.51343
H -2.70881 -1.21709 -0.66931
H 0.29500 0.15327 -1.94743
H 0.31693 -1.59827 -1.13934
H 2.73863 0.88375 -0.62506
H 2.70320 -1.24596 -1.00815
H 2.73947 -0.68222 1.05616
H -0.26254 -1.97828 0.68460
H 0.03295 -0.45867 2.12834
H 1.37451 2.24128 0.45774
H -1.01416 2.63575 -0.25865

Results
Net charge = 0
Gap between HOMO and LUMO = 9.70 eV
LUMO level = 0.87 eV

=====

## Q
A single C8H12 molecule. Source: the Open Molecules 2025 dataset; level of theory: ωB97M-V/def2-TZVPD.

Positions of all 20 atoms, in Å:
C -0.30299 1.38740 -0.73173
C -0.43532 0.00731 -1.33559
C -1.39779 -1.11799 -1.68893
C -0.79414 -1.00482 -0.28229
C 0.27721 -1.40650 0.70164
C 0.48767 0.01365 1.26418
C 1.42643 1.13057 1.61018
C 0.84128 1.06161 0.25093
H -1.20329 1.65209 -0.09029
H -0.18349 2.23750 -1.40780
H 0.46542 -0.27043 -1.84346
H -2.46966 -0.94773 -1.73828
H -1.13905 -1.88947 -2.36223
H -1.59477 -0.52881 0.37100
H -0.01715 -2.07560 1.56405
H 1.21137 -1.98685 0.28576
H -0.49025 0.30150 1.69391
H 2.48528 0.91267 1.61555
H 1.13833 1.74205 2.49329
H 1.69491 0.78183 -0.36988

Results
Net charge = 0
Gap between HOMO and LUMO = 10.46 eV
Structure (SMILES) = C1[C@H]2C[C@H]3C[C@@H]3C[C@H]12
LUMO level = 1.19 eV

=====

## R
C8H12 as an isolated structure. Source: the Open Molecules 2025 dataset; level of theory: ωB97M-V/def2-TZVPD.

Positions of all 20 atoms, in Å:
C -1.32837 -1.06544 0.14557
C -0.79332 -0.25670 -0.93526
C -1.39384 1.03693 -0.19098
C -0.83620 0.16053 1.00059
C 0.74660 0.36708 0.98984
C 1.29570 -0.93705 0.35032
C 1.02156 -0.30584 -0.99565
C 1.29287 0.93119 -0.39360
H -0.91945 -2.17409 -0.03516
H -2.41887 -0.98601 0.15965
H -1.19149 -0.42241 -2.10649
H -1.02123 2.05145 -0.42096
H -2.49087 1.05346 -0.45567
H -1.04429 0.54890 2.13726
H 1.08746 0.94796 1.88004
H 0.63596 -1.74493 1.03680
H 2.43408 -1.06008 0.67670
H 1.48275 -0.67152 -2.02596
H 1.05942 2.04709 -0.67483
H 2.35641 0.82596 0.00372

Results
Net charge = 0
Gap between HOMO and LUMO = 10.53 eV
LUMO level = 1.03 eV

=====

Result of the stability comparison: Q is the most stable of them.